{
  "formula": "C6H10O",
  "method": "ωB97M-V with the def2-TZVPD basis set",
  "species": ["C", "C", "C", "C", "O", "C", "C", "H", "H", "H", "H", "H", "H", "H", "H", "H", "H"],
  "coordinates": [[-2.136218, 0.068909, -1.502339], [-0.980948, 0.841954, -0.928408], [-0.389789, 1.934457, -1.521460], [1.146872, -1.434791, 1.366859], [2.049799, -0.511841, 2.027500], [0.431223, -0.952428, 0.148572], [-0.187354, 0.268067, 0.175478], [-1.688048, -0.821182, -1.951239], [-2.735930, 0.700283, -2.163573], [-2.870613, -0.318979, -0.762935], [-0.832061, 2.390869, -2.417999], [0.350219, 2.502447, -0.982409], [1.903695, -2.202648, 1.117817], [0.324962, -1.698906, 2.089240], [1.523513, 0.276559, 2.200500], [0.228569, -1.652132, -0.628155], [-0.090404, 0.834193, 1.085713]],
  "forces_ev_per_a": [[-0.1, -0.2, 0.3], [1.4, 0.8, 0.8], [-1.9, -0.3, -0.3], [0.3, -0.3, -0.3], [-0.6, 0.5, 0.1], [0.4, 0.5, 0.6], [-1.2, -0.4, 0.1], [-0.4, -0.1, -0.7], [0.3, -0.3, -0.5], [0.8, 0.4, 0.0], [0.0, 0.1, 0.4], [0.5, -0.2, -0.2], [-1.1, -0.4, 0.2], [0.9, -0.4, 0.1], [0.2, 0.1, 0.0], [0.1, -0.5, -0.6], [0.4, 0.8, 0.0]],
  "mulliken_charge": [-1.24, 1.06, -1.05, -0.35, -0.17, -0.26, -1.62, 0.25, 0.33, 0.40, 0.28, 0.28, 0.33, 0.18, 0.19, 0.25, 0.14],
  "total_charge": -1,
  "e_lumo_ev": [4.3, 4.1],
  "orbital_gap_ha": [0.1305, 0.2855],
  "e_homo_ha": [0.029, -0.136],
  "multiplicity": 2
}



{
  "formula": "C5H4N2O",
  "method": "ωB97M-V with the def2-TZVPD basis set",
  "species": ["C", "C", "C", "O", "N", "C", "C", "N", "H", "H", "H", "H"],
  "coordinates": [[-0.609935, 1.342306, -1.426885], [-1.428783, 0.467739, -0.592551], [-0.600603, -0.296910, 0.222173], [-0.534901, -1.234581, 1.107080], [0.750861, -1.329771, 1.291420], [1.545442, -0.443752, 0.650889], [0.789559, 0.097057, -0.391547], [0.695460, 1.051403, -1.373386], [-1.307786, 2.071182, -2.097537], [-2.595502, 0.323809, -0.725988], [0.736452, -1.596604, 2.175690], [2.559736, -0.451878, 1.160643]],
  "forces_ev_per_a": [[-2.5, -1.3, -0.3], [-3.1, -0.7, 0.4], [0.7, 4.0, -6.5], [-3.5, 0.4, -1.1], [2.9, -1.3, -1.1], [1.0, 0.2, -0.5], [-1.5, -0.2, 3.0], [-0.3, 0.7, 0.7], [2.8, -1.5, 1.2], [2.6, 0.7, 0.5], [2.0, -1.4, 5.0], [-1.1, 0.3, -1.5]],
  "mulliken_charge": [-0.02, -0.49, 0.49, -0.30, 0.03, -0.32, 0.30, -0.74, 0.25, 0.24, 0.21, 0.33],
  "smiles": "c1cc2o[nH]cc-2n1",
  "e_lumo_ev": 0.5,
  "orbital_gap_ha": 0.3243,
  "e_homo_ha": -0.306
}



{
  "formula": "C14H26N3O8RuS5Se",
  "method": "ωB97M-V with the def2-TZVPD basis set",
  "species": ["Ru", "C", "C", "S", "C", "C", "S", "H", "H", "H", "H", "H", "H", "C", "S", "O", "O", "O", "H", "H", "H", "C", "N", "C", "C", "C", "N", "C", "C", "O", "H", "H", "H", "H", "H", "H", "H", "H", "H", "H", "H", "H", "O", "Se", "O", "O", "O", "S", "C", "N", "C", "C", "S", "H", "H", "H", "H", "H"],
  "coordinates": [[0.002336, 0.692317, 0.890451], [-3.397622, 1.266648, 3.929068], [-2.151527, 0.891565, 3.177727], [-2.097587, 1.223752, 1.525606], [-1.075815, 0.239574, 3.786557], [-1.038413, -0.132251, 5.240231], [0.215185, -0.268138, 2.825632], [-4.120334, 1.719164, 3.253379], [-3.169498, 1.991910, 4.713241], [-3.856324, 0.394605, 4.400991], [-1.826728, 0.372719, 5.797932], [-0.079210, 0.140461, 5.681285], [-1.167822, -1.209039, 5.369948], [1.173652, -0.278633, -2.449620], [-0.256744, 0.620327, -1.927531], [0.224873, 1.805249, -1.203524], [-1.069553, 0.850496, -3.088081], [-0.902993, -0.242644, -0.882482], [1.639761, 0.281689, -3.257015], [0.834145, -1.251155, -2.806498], [1.845845, -0.367259, -1.598599], [2.440840, -2.990816, -0.088356], [1.277020, -3.432115, -0.832659], [1.505216, -3.964475, -2.157062], [0.322549, -4.803948, -2.599867], [-0.939297, -3.974442, -2.477016], [-1.041803, -3.396851, -1.153666], [-2.359419, -2.993457, -0.704512], [0.027024, -3.163585, -0.328581], [-0.120596, -2.682456, 0.786363], [3.019223, -3.843845, 0.280727], [2.124511, -2.375423, 0.747630], [3.084788, -2.384507, -0.730836], [2.416935, -4.566399, -2.128398], [1.683403, -3.157075, -2.882307], [0.243033, -5.687055, -1.960863], [0.457005, -5.137792, -3.629465], [-1.821025, -4.598713, -2.644873], [-0.955049, -3.189258, -3.244592], [-2.944225, -3.851463, -0.356124], [-2.888004, -2.514780, -1.530629], [-2.258186, -2.272388, 0.101266], [3.373505, 1.574143, 2.550105], [2.591880, 1.789084, 1.164378], [0.962881, 2.312119, 1.484699], [2.104156, 0.338259, 0.469573], [3.272595, 2.810007, 0.125797], [-2.364757, 4.769875, 0.358011], [-0.959900, 5.096952, -0.443193], [0.254670, 4.598459, -0.196005], [1.273556, 4.809063, -1.221001], [0.927014, 6.145999, -1.862625], [-0.889896, 6.209551, -1.813351], [0.358990, 3.804545, 0.439268], [1.224900, 3.994177, -1.945761], [2.262252, 4.799583, -0.769996], [1.275093, 6.205328, -2.891179], [1.333489, 6.982341, -1.293598]],
  "forces_ev_per_a": [[0.3, 0.6, -0.5], [0.0, 0.0, 0.0], [0.3, -0.2, -0.1], [-0.1, 0.1, 0.2], [-0.2, 0.1, -0.3], [-0.1, 0.0, 0.1], [-0.2, -0.1, -0.1], [0.0, 0.0, 0.0], [0.0, 0.0, 0.0], [0.0, 0.0, 0.0], [0.0, 0.0, 0.0], [0.0, 0.0, 0.0], [0.0, 0.0, 0.0], [-0.1, 0.0, -0.1], [-0.1, -0.3, 0.0], [-0.2, 0.1, 0.3], [0.0, -0.1, 0.1], [0.2, -0.3, 0.0], [0.0, 0.0, 0.0], [0.0, 0.1, 0.0], [0.0, 0.0, 0.0], [0.0, 0.0, 0.0], [0.1, -0.1, 0.0], [0.0, 0.0, 0.0], [0.0, 0.0, 0.1], [0.0, 0.0, 0.1], [-0.1, -0.3, 0.1], [0.0, 0.1, -0.1], [0.0, 0.5, -0.1], [0.0, -0.2, 0.2], [0.0, 0.0, 0.0], [0.0, 0.0, 0.0], [0.0, 0.0, 0.0], [0.0, 0.0, 0.0], [0.0, 0.0, 0.0], [0.0, 0.0, 0.0], [0.0, 0.0, 0.0], [0.0, 0.0, 0.0], [0.0, 0.0, 0.0], [0.0, 0.0, 0.0], [0.0, 0.0, 0.0], [0.0, 0.0, 0.0], [0.0, 0.0, -0.1], [0.1, 0.0, 0.2], [0.2, -0.1, 0.2], [0.0, 0.0, 0.0], [0.0, -0.1, 0.0], [-0.1, 0.0, 0.0], [0.4, -0.1, 0.1], [-0.1, 0.1, -0.2], [-0.1, 0.0, 0.1], [0.0, 0.0, 0.0], [0.1, 0.0, 0.0], [-0.1, 0.1, 0.0], [0.0, 0.0, 0.0], [0.0, 0.0, 0.0], [0.0, 0.0, 0.0], [0.0, 0.0, 0.0]],
  "mulliken_charge": [1.24, -1.67, 0.62, -0.30, 0.62, -1.39, -0.16, 0.40, 0.37, 0.36, 0.38, 0.33, 0.29, -0.55, 1.14, -0.36, -0.66, -0.57, 0.52, -0.09, 0.01, -1.19, 0.26, -0.51, -0.75, -0.62, 0.30, -1.13, 0.48, -0.79, 0.33, 0.22, 0.41, 0.44, 0.22, 0.29, 0.36, 0.45, 0.26, 0.33, 0.41, 0.17, -0.72, 1.53, -0.96, -0.67, -0.75, -0.39, 0.27, 0.02, -0.37, -0.58, -0.18, 0.17, 0.09, 0.36, 0.38, 0.32],
  "total_charge": -1,
  "e_lumo_ev": [1.1, 1.8],
  "orbital_gap_ha": [0.2324, 0.2525],
  "e_homo_ha": [-0.193, -0.187]
}



{
  "formula": "C42H35CoN6O3",
  "method": "ωB97M-V with the def2-TZVPD basis set",
  "species": ["Co", "C", "O", "C", "N", "C", "C", "C", "C", "C", "C", "C", "C", "C", "C", "C", "C", "N", "C", "N", "C", "C", "O", "C", "C", "C", "C", "C", "C", "H", "H", "H", "H", "H", "H", "H", "H", "H", "H", "H", "H", "H", "H", "H", "H", "H", "H", "H", "N", "C", "C", "C", "C", "C", "C", "C", "C", "C", "C", "C", "C", "N", "C", "C", "C", "C", "N", "H", "H", "H", "H", "H", "H", "H", "H", "H", "H", "C", "O", "C", "C", "H", "H", "H", "H", "H", "H"],
  "coordinates": [[8.102014, -16.831158, 9.912022], [11.683487, -14.352144, 12.463739], [12.132079, -15.264601, 11.432514], [10.962941, -15.715965, 10.830926], [9.869323, -15.109376, 11.188508], [10.256324, -13.946548, 11.983742], [9.155141, -13.510322, 12.936105], [9.446862, -12.736647, 14.046439], [8.393285, -12.136896, 14.711025], [7.085691, -12.405734, 14.362197], [6.772352, -13.281938, 13.349483], [7.819973, -13.840998, 12.607553], [11.047072, -16.720695, 9.768959], [12.284046, -17.189502, 9.315244], [12.332500, -18.161748, 8.329137], [11.176149, -18.563441, 7.703480], [9.969366, -18.025679, 8.166687], [9.879534, -17.150419, 9.225721], [8.696595, -18.324146, 7.588387], [7.595025, -17.777960, 8.035800], [6.486647, -18.360540, 7.246875], [7.182068, -19.357461, 6.311768], [8.614020, -19.223555, 6.570113], [5.678735, -17.307407, 6.488412], [6.314393, -16.097977, 6.091206], [5.547215, -15.085062, 5.507730], [4.177220, -15.256468, 5.359004], [3.598701, -16.475606, 5.639492], [4.333711, -17.482963, 6.211947], [12.455144, -13.577656, 12.568007], [11.649781, -14.907868, 13.411554], [10.396345, -13.117766, 11.272285], [10.481756, -12.548711, 14.362549], [8.630151, -11.398591, 15.485256], [6.285126, -11.855012, 14.869752], [5.736714, -13.476633, 13.066988], [7.659530, -14.548199, 11.764994], [13.182348, -16.762585, 9.750863], [13.298879, -18.580187, 8.030173], [11.121455, -19.161793, 6.785463], [5.787698, -18.942231, 7.899589], [6.964857, -19.168493, 5.259232], [6.895194, -20.386930, 6.567293], [7.403834, -15.890658, 6.296200], [6.008535, -14.111356, 5.228704], [3.522573, -14.470981, 4.965111], [2.523118, -16.594013, 5.482336], [3.866681, -18.427739, 6.479561], [-0.387078, -10.972198, 8.614268], [0.526192, -11.633986, 8.884781], [1.697968, -12.404269, 9.134148], [1.666995, -13.774200, 8.887332], [2.826627, -14.501608, 8.970631], [3.995476, -13.956675, 9.491369], [3.995992, -12.580524, 9.816437], [2.871550, -11.793011, 9.555902], [5.194513, -14.761401, 9.659286], [5.059322, -16.048694, 10.272069], [3.848950, -16.761519, 10.667693], [4.261849, -18.051386, 10.979532], [5.654971, -18.100269, 10.821043], [6.181572, -16.902702, 10.470992], [6.400609, -14.273737, 9.079333], [6.595826, -12.976014, 8.390106], [7.926379, -12.926895, 8.043350], [8.497810, -14.123574, 8.490973], [7.629991, -14.954267, 9.097647], [0.710502, -14.220459, 8.595050], [2.830150, -15.502814, 8.544651], [4.882011, -12.136807, 10.233643], [2.861861, -10.694076, 9.687319], [2.850121, -16.415280, 10.640540], [3.618156, -18.892245, 11.272918], [6.274226, -18.971945, 10.993708], [5.856169, -12.220345, 8.191522], [8.445411, -12.114416, 7.571118], [9.535461, -14.435109, 8.359209], [9.716739, -19.904157, 11.295579], [9.659365, -18.719711, 12.026323], [8.682558, -17.827776, 11.760148], [8.200530, -17.317568, 13.077490], [10.723048, -20.049104, 10.870372], [8.999649, -19.923322, 10.461638], [9.489268, -20.753682, 11.958916], [8.111763, -18.113517, 13.831664], [7.263878, -16.765818, 12.955590], [8.934823, -16.577784, 13.439613]],
  "forces_ev_per_a": [[-2.3, 1.5, 0.6], [-0.3, 0.0, 0.6], [-0.9, -0.5, -0.9], [-1.1, 2.2, 1.6], [1.8, -1.6, -1.4], [0.5, 0.0, 0.1], [0.0, -0.9, -0.3], [0.2, 0.2, -0.2], [0.5, 0.5, 0.7], [-0.7, 0.9, 0.6], [0.4, -0.6, -1.0], [0.4, -0.2, -0.1], [-0.2, -0.8, -0.7], [-0.2, 0.2, 0.5], [1.0, 0.0, -0.1], [-1.3, 0.3, -0.5], [1.5, 1.0, 1.3], [2.9, -0.9, -1.3], [-3.1, -0.1, -0.6], [1.9, -1.8, -1.0], [-0.9, 0.1, 0.1], [0.0, -0.7, 0.0], [-0.1, 0.8, 0.6], [1.3, 1.2, 0.2], [0.3, -0.1, 0.3], [0.5, 0.6, 0.2], [-0.2, 0.3, -0.7], [-1.0, 0.3, 0.1], [0.4, -0.9, 0.4], [-0.5, 0.0, -0.3], [-0.1, 0.0, -0.1], [-0.2, -0.1, -0.1], [-0.4, 0.0, -0.3], [-0.3, -0.4, -0.1], [0.3, -0.3, -0.1], [0.3, -0.1, 0.1], [-0.2, 0.8, 0.6], [-0.1, -0.2, 0.0], [-0.4, 0.3, 0.0], [0.3, 0.0, 0.7], [0.6, 0.8, -0.1], [0.3, 0.0, 0.1], [0.2, 0.2, -0.2], [-1.3, -0.4, -0.1], [-0.3, -0.9, 0.3], [0.5, -0.1, 0.1], [0.4, -0.1, 0.0], [-0.1, 0.1, 0.1], [0.8, -0.7, 0.4], [-1.1, 1.1, -0.4], [-0.1, -0.2, 0.1], [-0.6, 0.2, -0.3], [-0.3, -0.6, -0.4], [0.0, 1.0, 0.2], [-0.9, 0.0, -0.4], [0.5, 0.4, 0.4], [0.4, -0.5, -0.1], [0.1, -1.0, 0.4], [2.4, 0.4, -0.6], [0.1, -0.8, 0.1], [-0.5, -0.2, 0.6], [-2.2, 0.4, -0.4], [0.7, 1.2, -0.4], [-0.6, -2.0, 1.1], [0.5, -0.5, 0.2], [1.0, -0.2, -0.4], [-1.1, 0.9, 0.0], [0.5, 0.1, -0.1], [0.1, 0.0, 0.4], [0.2, 0.1, 0.0], [0.2, -0.8, 0.1], [-0.6, 0.4, 0.1], [0.4, 0.5, -0.1], [0.2, 0.0, 0.1], [-0.1, -0.1, 0.0], [0.1, 0.1, -0.2], [-0.2, 0.1, 0.0], [0.5, -1.2, -1.5], [-1.3, 1.3, 0.7], [0.5, -1.3, 1.0], [0.1, 0.8, -0.2], [-0.2, 0.1, 0.3], [0.0, 0.2, 0.2], [0.1, 0.4, -0.1], [0.1, 0.1, -0.3], [0.1, -0.2, 0.0], [-0.1, -0.2, 0.0]],
  "mulliken_charge": [-0.92, -0.75, -0.46, -0.53, 0.76, -0.08, -0.03, -0.75, -0.63, -0.60, -1.19, 0.68, 0.84, -0.80, -0.85, -0.73, 0.13, 2.05, -0.05, 0.01, -0.07, -0.55, -0.50, 0.04, 0.20, -0.49, -0.31, -0.76, -0.37, 0.32, 0.37, 0.46, 0.35, 0.36, 0.38, 0.51, 0.30, 0.60, 0.44, 0.56, 0.47, 0.37, 0.32, -0.07, 0.29, 0.40, 0.37, 0.40, -0.59, -0.06, 0.62, -1.18, -0.39, 0.27, -0.56, -1.03, 1.62, -0.78, -0.74, -1.57, -0.58, 2.26, -0.61, -1.01, -1.88, -0.87, 1.65, 0.41, 0.70, 0.67, 0.39, 0.88, 0.37, 0.43, 0.71, 0.50, 0.26, -0.57, -0.25, -0.20, -0.85, 0.23, 0.17, 0.36, 0.45, 0.12, 0.15],
  "e_lumo_ev": [-1.6, -1.4],
  "orbital_gap_ha": [0.1037, 0.1783],
  "e_homo_ha": [-0.162, -0.230],
  "multiplicity": 5
}



Calculated total energy in eV, matching the order above: -8428.4699 -10271.9019 -157896.9195 -96827.8857